# 1
Below is an isolated ion of composition C7H18FNPS and charge +1, with properties calculated with wB97M-V/def2-TZVPD.

ORCA input file:
```
! wB97M-V def2-TZVPD RIJCOSX def2/J DEFGRID3
* xyz 1 1
C 1.9807 1.9658 0.8665
C 1.3191 1.7776 -1.7577
C 0.3107 3.4525 -0.4130
C -1.9609 -1.8625 1.3494
C -1.4598 -2.2010 -1.0825
C 0.9355 2.0602 -0.3039
C -0.9976 -2.2001 0.2986
N -0.2235 -3.4752 0.5436
F -0.7078 1.1664 1.7444
P -0.4072 0.7981 0.1346
S 0.6404 -0.9643 0.3207
H 1.5995 2.4379 1.7028
H 2.2901 0.9465 1.1287
H 2.9055 2.3644 0.6781
H 2.3619 2.2375 -1.9437
H 0.5672 2.1042 -2.5262
H 1.5028 0.6697 -1.8976
H -0.3608 3.4247 -1.2906
H -0.2128 3.9287 0.3573
H 1.2278 4.1230 -0.5117
H -1.4250 -1.9317 2.3739
H -2.2280 -0.8333 1.4288
H -2.7522 -2.5460 1.4001
H -0.6105 -1.9422 -1.7517
H -2.0123 -3.0386 -1.4643
H -2.0813 -1.2738 -1.1693
H 0.5036 -3.1964 1.2097
H 0.1410 -3.8544 -0.3744
H -0.8460 -4.1377 0.9495
*
```

For the orbital gap, the calculation gives 8.76 eV. The SMILES is CC(C)([NH3+])SP(F)C(C)(C)C. Its total energy is -31875.8364 eV.

=====

# 2
Below is C25H28BN8OS2W as an isolated structure, with properties calculated with wB97M-V/def2-TZVPD.

ORCA input file:
```
! wB97M-V def2-TZVPD RIJCOSX def2/J DEFGRID3
* xyz -1 3
W 0.0000 0.0000 0.0000
C -2.2876 -0.3050 -1.7552
N -2.0791 0.5900 -0.5699
C -2.4199 1.9861 -0.9610
C -1.2672 2.5292 -1.7552
N -0.1714 2.0428 -0.9857
C 0.7240 1.0459 -1.5654
C 0.5991 3.0888 -0.4264
C 1.2524 4.1024 -1.1335
C 1.9904 5.0695 -0.4418
C 2.0755 5.0208 0.9544
C 1.4256 4.0067 1.6614
C 0.7005 3.0592 0.9527
S -0.1433 1.7719 1.6689
C -3.1388 0.1965 0.3930
C -4.3321 0.8939 0.6795
C -5.2762 0.3901 1.5889
C -5.0494 -0.8224 2.2330
C -3.8788 -1.5259 1.9687
C -2.9574 -1.0042 1.0604
S -1.5180 -1.7927 0.7065
H -3.2616 -0.8148 -1.7643
H -1.4946 -1.0499 -1.8643
H -2.2630 0.2576 -2.6962
H -2.5473 2.6320 -0.0806
H -3.3313 2.0491 -1.5721
H -1.3525 3.6212 -1.8278
H -1.2455 2.1486 -2.7824
H 1.4016 1.4955 -2.3029
H 0.1868 0.2639 -2.1016
H 1.3353 0.5520 -0.8015
H 1.1914 4.1270 -2.2137
H 2.5005 5.8530 -0.9897
H 2.6480 5.7642 1.4967
H 1.4823 3.9487 2.7426
H -4.5578 1.8469 0.2233
H -6.1722 0.9609 1.8014
H -5.7602 -1.2107 2.9512
H -3.6680 -2.4603 2.4770
C 3.7015 2.0165 0.1639
C 2.4031 1.9301 -0.3046
N 1.8221 0.8208 0.1944
N 2.7190 0.2178 0.9565
C 3.8710 0.9091 0.9654
B 2.3784 -1.0769 1.6756
N 1.1596 -0.7935 2.5366
C 1.0102 -0.9408 3.8636
C -0.2730 -0.5569 4.1857
C -0.8521 -0.1839 2.9863
N 0.0444 -0.3378 1.9915
N 1.9390 -2.0677 0.6114
C 2.4416 -3.2809 0.3278
C 1.7121 -3.8023 -0.7181
C 0.7701 -2.8360 -1.0209
N 0.9289 -1.7838 -0.1934
H 4.4280 2.7880 -0.0526
H 1.9135 2.6311 -0.9668
H 4.7640 0.6315 1.5106
H 3.2974 -1.4866 2.3187
H 1.7722 -1.2986 4.5441
H -0.7297 -0.5490 5.1661
H -1.8624 0.1764 2.8480
H 3.2720 -3.7504 0.8394
H 1.8471 -4.7616 -1.1990
H 0.0171 -2.8963 -1.7949
O 0.0000 -0.5265 -1.6514
*
```

For the orbital gap (spin up / spin down), the calculation gives 3.41 / 3.95 eV. Its total energy is -64501.1522 eV.

=====

# 3
Below is one molecule with the formula C7H10O2, with properties calculated with wB97M-V/def2-TZVPD.

ORCA input file:
```
! wB97M-V def2-TZVPD RIJCOSX def2/J DEFGRID3
* xyz 0 1
C 0.9078 -1.1453 0.2752
C -0.5172 -0.6178 -0.1143
C -0.3983 -0.9561 -1.6444
C 0.0351 1.2301 -1.0038
C 0.5773 1.5916 0.4423
C -0.1188 1.0224 1.4497
C -1.0547 -0.2115 1.2716
H 1.3298 -0.8081 1.2493
H 0.7971 -2.2428 0.3477
H 1.7603 -0.9240 -0.3960
H 0.1908 -1.8947 -1.8733
H -1.2913 -0.9197 -2.2950
H 0.0027 2.1174 -1.6372
H 1.3198 2.3788 0.6314
H 0.0588 1.3232 2.5098
H -0.8289 -0.9223 2.1157
H -2.0921 0.1135 1.2374
O 0.4929 0.1524 -1.8937
O -1.1709 0.7130 -0.6725
*
```

For the orbital gap, the calculation gives 10.18 eV. The SMILES is C[C@]12CC=C[C@@H](OC1)O2. Its total energy is -11509.7877 eV.

=====

# 4
Below is a 2-piece molecular cluster, C4H9BrNO overall, with properties calculated with wB97M-V/def2-TZVPD.

ORCA input file:
```
! wB97M-V def2-TZVPD RIJCOSX def2/J DEFGRID3
* xyz 1 1
C 1.7051 1.2819 -0.9686
C 1.5469 0.4946 0.1253
C 0.8043 -0.7173 -0.1807
C -0.1804 -1.1443 0.7722
N -2.0361 0.6172 -0.2686
O -0.2542 -0.7426 1.9620
Br -1.3100 -2.5353 0.2958
H 2.0094 2.3130 -1.0502
H 1.4136 0.8806 -1.9656
H 2.0091 0.8338 1.0368
H 1.3183 -1.7176 -0.0094
H 0.5067 -0.7608 -1.2343
H -1.7711 1.3750 0.3164
H -1.8511 0.6456 -1.2146
H -2.9878 0.3382 -0.1988
H -0.9227 -1.1619 2.5822
*
```

For the orbital gap, the calculation gives 9.22 eV. Its total energy is -77864.9202 eV.

=====

# 5
Below is an isolated ion of composition C7H16N3P and charge +2, with properties calculated with wB97M-V/def2-TZVPD.

ORCA input file:
```
! wB97M-V def2-TZVPD RIJCOSX def2/J DEFGRID3
* xyz 2 1
C -3.9302 0.0671 0.1503
C -4.0514 -1.2826 0.1126
C -1.8671 -0.8385 -0.2968
C 2.1514 1.1416 -0.7282
C 3.1092 -0.6395 0.6222
C -0.4440 -0.9628 -0.6749
C 0.5170 -0.2940 0.3663
N -2.6463 0.4850 0.0433
N -2.8079 -1.7790 -0.2654
N 1.9151 -0.2021 -0.2319
P -1.9690 2.1197 0.1070
H -4.6121 0.6822 0.6166
H -4.9616 -1.8400 0.2882
H 2.4924 1.8776 0.0407
H 2.9470 1.1203 -1.3631
H 1.1938 1.5613 -1.1052
H 3.0730 -0.0450 1.4312
H 3.2588 -1.7588 0.8924
H 4.0521 -0.4104 -0.0493
H -0.0138 -2.0364 -0.8786
H -0.3698 -0.3054 -1.6762
H 0.5433 -0.8346 1.2915
H 0.2689 0.7429 0.5387
H -2.5780 -2.7035 -0.1388
H 1.9658 -0.7846 -1.0622
H -3.0367 2.3932 0.8947
H -2.5162 2.6122 -0.9874
*
```

For the orbital gap, the calculation gives 9.66 eV. The SMILES is C[NH+](C)CCc1[nH+]ccn1P. Its total energy is -21259.1476 eV.

=====

The calculation returns the following energy relative to the best compared isomer or geometry (same formula, charge and spin) values, one per record and in order: 0.000 22.854 6.069 1.501 0.000 eV.